Record 1
C11H14Si | ωB97M-V/def2-TZVPD

```
! wB97M-V def2-TZVPD RIJCOSX def2/J DEFGRID3
* xyz 0 3
C -3.39587 1.94499 0.19425
C -0.19039 -3.20289 1.57922
C -2.63037 1.08304 -0.12072
C -0.55015 -2.59165 0.61847
C -1.95173 -0.01712 -0.43729
C -0.36451 -0.36716 -0.56945
C -2.23257 -1.46980 -0.83079
C -0.77869 -1.89823 -0.62707
C 2.43452 0.41193 -1.50036
C 2.00871 0.05825 1.58081
C 0.48714 2.44581 0.11629
Si 1.20004 0.70446 -0.07631
H -3.93205 2.80342 0.22402
H -0.30702 -3.59137 2.51135
H -2.79160 -2.00857 -0.04520
H -2.56051 -1.53531 -1.81787
H -0.38857 -2.47433 -1.44423
H 3.44916 0.99293 -1.59286
H 2.61473 -0.61597 -1.50604
H 1.98301 0.66331 -2.43721
H 1.53737 -0.24576 2.54963
H 2.79877 -0.58775 1.16343
H 2.55857 1.05692 1.85115
H -0.28693 2.53251 -0.54852
H 0.05777 2.52795 1.20794
H 1.23116 3.38040 -0.04263
*
```

- Expectation value of S²: 2.02
- Orbital gap (spin up / spin down): 7.5 / 7.8 eV
- E_HOMO (spin up / spin down): -6.589 / -9.327 eV
- LUMO level (spin up / spin down): 0.87 / -1.54 eV



Record 2
C20H38O4Si2 | ωB97M-V/def2-TZVPD

```
! wB97M-V def2-TZVPD RIJCOSX def2/J DEFGRID3
* xyz 0 1
C 4.10494 -0.83922 3.69534
C 3.02138 -1.24293 2.48648
C 3.99521 -1.70981 1.20792
C 2.11445 -2.55938 2.84654
C 2.19554 0.06298 1.95693
C 0.86626 0.47241 2.81191
C 0.71603 2.13142 2.64998
C 0.94677 0.20071 4.42691
C -0.54807 -0.12498 2.14760
C -0.61439 -1.19105 0.90523
C -2.05299 -1.71526 0.26801
C -3.52538 -1.16925 0.82279
O -4.79931 -1.61342 0.21430
C -5.21536 -0.46842 -0.65184
C -4.68495 -0.59800 -2.19940
O -3.31195 -0.11985 -2.42896
C -3.23075 1.34898 -2.45947
C -1.94328 1.92953 -3.32863
Si -0.24943 1.13566 -2.84467
C 1.26261 2.09724 -3.63609
C 2.68853 1.25715 -3.50410
O 2.84226 0.61649 -2.16770
O -0.08573 -0.55996 -3.27891
Si -0.18107 -0.73421 -5.03884
C -3.46432 -0.09512 2.09948
C -2.01111 0.41250 2.73523
H 4.10451 -1.61649 4.57779
H 5.20859 -0.86735 3.24185
H 3.95438 0.28084 4.05332
H 3.28809 -2.28757 0.46441
H 4.52094 -0.77181 0.72102
H 4.79964 -2.46343 1.60432
H 2.37765 -3.51332 2.18235
H 0.95737 -2.37551 2.87945
H 2.41902 -2.87630 3.95695
H 1.96024 -0.11815 0.80725
H 2.94853 0.98607 1.98053
H 1.71149 2.63123 3.06063
H -0.20141 2.47411 3.29529
H 0.56151 2.40533 1.51328
H 0.13041 0.91779 4.92095
H 0.57242 -0.90202 4.66445
H 1.96851 0.47035 4.92897
H 0.36895 -1.63479 0.41524
H -2.07977 -2.49244 -0.61024
H -4.87784 0.56501 -0.21544
H -6.40286 -0.42890 -0.70863
H -5.38843 0.04449 -2.91869
H -4.75654 -1.71046 -2.60513
H -3.07988 1.74969 -1.34767
H -4.18605 1.87807 -2.91667
H -2.22693 1.76999 -4.47509
H -1.84368 3.08761 -3.12214
H -0.14019 1.24599 -1.36788
H 1.41462 3.15114 -3.12925
H 0.96540 2.28365 -4.77640
H 3.62803 1.95240 -3.70475
H 2.74173 0.39831 -4.30432
H 2.70765 -0.38645 -2.29740
H 0.48214 0.38066 -5.74081
H 0.52293 -1.96468 -5.48031
H -1.57977 -0.72973 -5.49779
H -4.43447 0.36179 2.57891
H -1.95285 1.18069 3.63561
*
```

- Orbital gap: 8.5 eV
- E_HOMO: -8.021 eV
- LUMO level: 0.45 eV



Record 3
C33H44CsN11O2Si | ωB97M-V/def2-TZVPD

```
! wB97M-V def2-TZVPD RIJCOSX def2/J DEFGRID3
* xyz 0 1
Cs 1.67556 2.12240 0.34863
C -0.89347 0.53462 5.32114
C 0.39947 0.81081 5.76229
C 1.47766 0.74852 4.90010
C 1.29137 0.40148 3.54728
C -0.01650 0.11785 3.11304
C -1.08676 0.18786 3.99066
N 2.31239 0.31001 2.61454
N 3.49741 0.63787 3.09052
C 4.51817 0.69465 2.19078
C 5.82057 0.87504 2.72745
C 6.89938 0.96059 1.89423
C 6.70901 0.87633 0.50619
C 5.41739 0.70639 0.05983
N 4.34277 0.60432 0.84841
H -1.73133 0.58206 6.00406
H 0.56282 1.07663 6.80015
H 2.48011 0.96388 5.23865
H -0.18065 -0.17168 2.07883
H -2.08516 -0.04274 3.63429
H 5.92163 0.93324 3.80244
H 7.89375 1.09017 2.30429
H 7.53263 0.93935 -0.19085
H 5.22499 0.62605 -1.00860
N 1.83455 1.94441 -3.48873
N 1.49415 3.11589 -4.15779
C 1.27129 4.27112 -3.47465
N 1.09388 5.36580 -4.22046
N 1.27243 4.17400 -2.15600
N 1.06469 5.28806 -1.40305
O 0.81525 6.38862 -1.89644
O 1.14429 5.11548 -0.20201
H 2.81363 1.71830 -3.61687
H 1.25591 1.17818 -3.80278
H 1.69035 3.19564 -5.14385
H 0.98431 5.28872 -5.21578
H 0.84161 6.21130 -3.73021
C -0.48583 -2.64250 -0.01343
Si 1.33921 -2.21771 -0.21306
C 2.34266 -3.33614 0.96718
C 3.80398 -2.89580 1.08588
C 2.28807 -4.80777 0.53414
C 1.69369 -3.21317 2.35419
C 1.77856 -2.24569 -2.08529
C 1.65671 -3.62969 -2.73053
C 0.77412 -1.31143 -2.77029
C 3.18747 -1.68818 -2.31166
H -0.67455 -3.70958 -0.17226
H -1.11683 -2.07837 -0.70185
H -0.80477 -2.39593 1.00063
H 4.35249 -3.02987 0.15189
H 4.30604 -3.50190 1.84857
H 3.87873 -1.84929 1.37748
H 2.83964 -4.98558 -0.38907
H 1.26330 -5.16234 0.39570
H 2.74769 -5.42929 1.31118
H 1.70822 -2.18228 2.71108
H 2.25547 -3.82430 3.06907
H 0.66169 -3.57002 2.35965
H 0.67245 -4.07122 -2.55601
H 2.40732 -4.32290 -2.35548
H 1.79695 -3.55064 -3.81607
H -0.23938 -1.71433 -2.72733
H 1.03747 -1.19325 -3.83096
H 0.76735 -0.32995 -2.28629
H 3.95601 -2.34669 -1.90829
H 3.31202 -0.71365 -1.82983
H 3.38006 -1.57770 -3.38690
N -6.33344 0.45935 -1.39074
C -7.63320 0.50051 -0.92910
C -8.85480 0.19003 -1.51982
C -9.97852 0.35487 -0.73624
C -9.89047 0.81250 0.59069
C -8.67596 1.11741 1.16629
C -7.52771 0.95872 0.38948
N -6.20066 1.18902 0.71213
C -5.53230 0.88282 -0.36266
C -4.06718 0.97551 -0.47532
C -3.37032 0.57225 -1.60692
C -1.99035 0.68682 -1.62487
N -1.27359 1.16215 -0.60858
C -1.95586 1.55170 0.47323
C -3.33156 1.48140 0.58853
H -6.03543 0.18506 -2.30851
H -8.92579 -0.16431 -2.53974
H -10.95067 0.12533 -1.15188
H -10.79798 0.92537 1.16855
H -8.60080 1.46870 2.18644
H -3.87426 0.15773 -2.47065
H -1.43431 0.36677 -2.49883
H -1.37249 1.92440 1.30877
H -3.83794 1.80185 1.48801
*
```

- Orbital gap (spin up / spin down): 4.5 / 5.8 eV
- E_HOMO (spin up / spin down): -5.059 / -6.372 eV
- LUMO level (spin up / spin down): -0.54 / -0.54 eV



Record 4
C35H65BI3N2O10 | ωB97M-V/def2-TZVPD

```
! wB97M-V def2-TZVPD RIJCOSX def2/J DEFGRID3
* xyz 1 1
C -0.89555 5.41744 3.80873
C 0.41198 4.63098 3.81072
O 1.29112 5.09451 2.80249
C 1.13356 4.41009 1.57174
C 1.74311 3.00972 1.64154
O 0.78209 1.95748 1.63982
C 0.21698 1.45238 0.46277
C 0.16990 2.30691 -0.82289
B 1.42855 2.79563 -1.69226
O 2.38268 3.66946 -1.21979
O 1.55063 2.39484 -3.01514
C -1.30667 1.43076 0.88992
C -1.80393 -0.03353 1.02271
C -2.64068 -0.28264 -0.25674
C -4.16075 -0.20313 0.05149
C -4.81751 1.15892 -0.17818
C -4.78496 2.10441 1.03486
N -4.99043 1.41166 2.28708
C -4.09652 1.49365 3.33218
C -4.58424 0.72576 4.37706
C -5.80917 0.16404 3.94928
C -6.03436 0.61484 2.65821
C -0.44052 -0.79820 1.34798
C -0.31327 -0.48252 2.85482
O 0.93287 -0.88085 3.41265
C 0.95010 -0.85281 4.76009
C 2.19714 -1.42813 5.33981
O 0.05740 -0.40433 5.38947
C -0.68046 -2.34703 1.30783
I -2.68777 -3.05805 1.38780
C 0.17041 -3.37787 1.36459
C -0.22006 -4.83075 1.37020
I 2.26734 -3.24987 1.51217
N 0.50704 -0.07567 0.39740
C 1.99789 -0.05670 0.76167
C 0.45578 -0.87931 -0.88843
C 1.04646 -0.40189 -2.21577
C 2.55375 -0.31585 -2.35263
I 0.43110 -1.99653 -3.57977
H -1.45540 5.25977 4.72398
H -0.68636 6.46554 3.62809
H -1.52262 5.06438 2.98894
H 0.89789 4.72634 4.77645
H 0.17599 3.56927 3.69272
H 1.64262 5.02860 0.84347
H 0.06095 4.34945 1.37224
H 2.22869 2.97142 2.61336
H 2.55264 2.87201 0.93039
H -0.30719 3.23191 -0.50303
H -0.55533 1.84390 -1.48298
H 2.09973 4.58911 -1.20950
H 1.13647 3.08104 -3.56197
H -1.41632 1.86276 1.87854
H -1.94996 2.05489 0.28436
H -2.41172 0.00193 1.91783
H -2.48698 -1.24867 -0.72496
H -2.45026 0.44422 -1.04288
H -4.33021 -0.54510 1.06455
H -4.66145 -0.92594 -0.58884
H -4.41262 1.65470 -1.05804
H -5.86315 0.96984 -0.41457
H -5.57790 2.83769 0.90261
H -3.84294 2.63784 1.07534
H -3.20783 2.09404 3.28008
H -4.11521 0.60374 5.33603
H -6.44802 -0.47645 4.52637
H -6.87034 0.40630 2.01712
H -1.10531 -1.05686 3.32845
H -0.51143 0.55346 3.10208
H 1.92496 -2.34639 5.84977
H 2.63661 -0.70590 6.01503
H 2.89671 -1.68043 4.55096
H 0.64843 -5.47762 1.35390
H -0.79401 -5.05616 0.47586
H -0.79162 -5.07153 2.26143
H 2.44315 0.85375 0.38107
H 2.14861 -0.09896 1.82773
H 2.52501 -0.86655 0.29016
H -0.55704 -1.18887 -1.11001
H 0.94118 -1.82752 -0.68273
H 0.51072 0.42437 -2.64321
H 2.99871 -1.29551 -2.20180
H 3.00069 0.41448 -1.68444
H 2.79282 -0.02745 -3.36868
C 0.96470 4.81618 -8.35416
O 1.63775 6.01758 -8.02558
C 1.06090 6.71576 -6.93658
C 1.84656 6.50826 -5.66221
O 1.78230 5.15865 -5.21229
C 2.94308 4.40349 -5.52886
H 1.59920 4.26363 -9.04431
H 0.78388 4.19954 -7.46981
H 0.01143 5.03033 -8.84843
H 0.01785 6.41643 -6.79381
H 1.07586 7.78063 -7.18665
H 1.41604 7.13440 -4.87478
H 2.88651 6.81273 -5.80579
H 3.77511 4.69243 -4.87866
H 3.24529 4.51728 -6.57119
H 2.70546 3.35700 -5.34354
C 2.69800 -7.52440 0.01225
O 1.40461 -7.95092 0.40116
C 0.74841 -8.73390 -0.58795
C 0.81116 -10.21014 -0.26968
O 2.13727 -10.70340 -0.33913
C 2.74799 -10.87012 0.92838
H 3.19200 -7.12806 0.89880
H 3.29708 -8.34537 -0.38640
H 2.62825 -6.72705 -0.73753
H 1.17918 -8.54324 -1.57524
H -0.30016 -8.42008 -0.60848
H 0.22155 -10.75396 -1.01397
H 0.37580 -10.40563 0.71490
H 2.33178 -11.74157 1.44413
H 2.62284 -9.98541 1.55746
H 3.80993 -11.03975 0.76118
*
```

- Orbital gap: 7.9 eV
- E_HOMO: -10.363 eV
- LUMO level: -2.51 eV



Repeat the first record exactly.
C11H14Si | ωB97M-V/def2-TZVPD

```
! wB97M-V def2-TZVPD RIJCOSX def2/J DEFGRID3
* xyz 0 3
C -3.39587 1.94499 0.19425
C -0.19039 -3.20289 1.57922
C -2.63037 1.08304 -0.12072
C -0.55015 -2.59165 0.61847
C -1.95173 -0.01712 -0.43729
C -0.36451 -0.36716 -0.56945
C -2.23257 -1.46980 -0.83079
C -0.77869 -1.89823 -0.62707
C 2.43452 0.41193 -1.50036
C 2.00871 0.05825 1.58081
C 0.48714 2.44581 0.11629
Si 1.20004 0.70446 -0.07631
H -3.93205 2.80342 0.22402
H -0.30702 -3.59137 2.51135
H -2.79160 -2.00857 -0.04520
H -2.56051 -1.53531 -1.81787
H -0.38857 -2.47433 -1.44423
H 3.44916 0.99293 -1.59286
H 2.61473 -0.61597 -1.50604
H 1.98301 0.66331 -2.43721
H 1.53737 -0.24576 2.54963
H 2.79877 -0.58775 1.16343
H 2.55857 1.05692 1.85115
H -0.28693 2.53251 -0.54852
H 0.05777 2.52795 1.20794
H 1.23116 3.38040 -0.04263
*
```

- Expectation value of S²: 2.02
- Orbital gap (spin up / spin down): 7.5 / 7.8 eV
- E_HOMO (spin up / spin down): -6.589 / -9.327 eV
- LUMO level (spin up / spin down): 0.87 / -1.54 eV